# C8H12N2O2

A 2-piece molecular cluster, C8H12N2O2 overall (ωB97M-V/def2-TZVPD, OMol25).

Last column: Mulliken charge in e.
CARTESIAN COORDINATES (ANGSTROEM)
C 2.050 -1.396 0.125  -0.15
C 1.266 -2.450 -0.191  -0.64
C 0.019 -0.599 -0.066  -0.44
C 3.531 1.278 0.824  0.83
C -2.296 -0.212 -0.985  -1.84
C -0.516 1.762 -0.686  -1.40
C -1.540 0.643 1.237  -1.67
C -1.057 0.399 -0.178  2.02
N 1.266 -0.257 0.165  -0.21
N -0.007 -2.003 -0.333  -0.07
O 3.612 0.726 1.831  -0.42
O 3.497 1.879 -0.145  -0.38
H 3.033 -1.124 0.497  0.32
H 1.554 -3.494 -0.299  0.38
H -2.945 0.664 -1.123  0.46
H -2.028 -0.636 -2.027  0.34
H -2.799 -0.928 -0.436  0.44
H -0.538 1.803 -1.772  0.37
H -1.059 2.624 -0.304  0.36
H 0.472 1.877 -0.149  0.25
H -2.475 1.214 1.279  0.41
H -1.638 -0.329 1.764  0.38
H -0.741 1.146 1.792  0.40
H -0.660 -2.586 -0.824  0.24

SMILES = CC(C)(C)c1ncc[nH]1.O=C=O
LUMO energy = 0.70 eV
net charge = 0
highest occupied orbital energy = -8.613 eV
ΔE to the lowest compared entry with this formula, charge and spin = 19.5 kcal per mole

# C6H7ClO

C6H7ClO as an isolated structure (ωB97M-V/def2-TZVPD, OMol25).

Last column: Mulliken charge in e.
CARTESIAN COORDINATES (ANGSTROEM)
C 0.790 0.651 0.833  0.02
C -0.173 -0.414 0.994  -0.48
C -1.069 0.319 0.136  -0.70
C -0.004 0.913 -0.585  -0.48
C 0.368 -0.397 -1.325  -0.25
C 0.310 -1.363 -0.258  0.06
H 1.807 0.478 0.886  0.48
H -0.357 -0.959 1.930  0.46
H -1.661 0.946 0.873  0.27
H -1.917 0.009 -0.536  0.31
H 0.001 1.835 -1.294  0.28
H 0.160 -0.791 -2.316  0.46
H -0.146 -2.498 -0.306  0.28
O 1.482 -0.939 -0.768  -0.48
Cl 0.408 2.209 1.735  -0.23

LUMO energy = 0.99 eV
net charge = 0
highest occupied orbital energy = -9.754 eV
ΔE to the lowest compared entry with this formula, charge and spin = 117.1 kcal per mole

# C15H31ClP2Zn

C15H31ClP2Zn as an isolated structure (ωB97M-V/def2-TZVPD, OMol25).

Last column: Mulliken charge in e.
CARTESIAN COORDINATES (ANGSTROEM)
P -0.272 1.375 1.838  1.20
P -2.056 -0.266 -1.556  1.58
C -1.649 1.733 0.654  -1.31
C -2.517 0.608 -0.009  -1.29
H -1.313 2.471 -0.098  0.48
H -2.350 2.301 1.293  0.61
H -2.816 -0.144 0.741  0.54
H -3.463 1.098 -0.300  0.67
C -2.344 0.940 -2.868  -1.54
H -1.913 0.581 -3.813  0.42
H -1.893 1.912 -2.617  0.33
H -3.431 1.058 -2.987  0.49
C -3.237 -1.601 -1.804  -1.53
H -4.116 -1.185 -2.313  0.45
H -3.539 -2.029 -0.839  0.41
H -2.790 -2.380 -2.437  0.38
C 0.407 3.007 2.235  -1.61
H 1.436 2.918 2.604  0.38
H -0.213 3.470 3.016  0.45
H 0.394 3.652 1.344  0.38
C -1.115 0.851 3.365  -1.53
H -1.851 0.061 3.154  0.34
H -1.630 1.712 3.812  0.47
H -0.369 0.466 4.076  0.44
Zn 3.814 -3.361 -0.658  0.27
C -0.425 -0.952 -1.773  0.20
C 0.475 0.106 -2.240  -1.71
C 0.843 1.136 -1.313  0.84
C 2.059 0.890 -0.364  -1.21
C 1.630 0.800 1.052  -1.35
C 0.677 -0.167 1.572  0.53
C -0.121 -1.276 0.852  -0.86
C 0.208 -1.741 -0.557  -0.43
C 5.118 -2.687 0.603  -0.72
H -0.563 -1.704 -2.570  0.77
H 0.825 0.084 -3.267  0.24
H -0.033 1.186 -0.647  -1.49
H 0.933 2.129 -1.787  0.58
H 2.626 -0.014 -0.658  0.17
H 2.745 1.749 -0.475  0.45
H 2.359 1.169 1.779  0.68
H 0.988 -0.551 2.555  0.96
H -1.200 -1.075 0.935  0.13
H 0.003 -2.163 1.499  0.49
H 1.292 -1.821 -0.714  -0.76
H -0.156 -2.780 -0.637  0.69
H 5.379 -3.515 1.277  0.25
H 4.689 -1.854 1.178  0.18
H 6.024 -2.345 0.081  0.25
Cl 2.452 -3.853 -2.215  -0.35

LUMO energy = 0.33 eV
net charge = 0
highest occupied orbital energy = -4.208 eV
ΔE to the lowest compared entry with this formula, charge and spin = 95.5 kcal per mole